# 1
Molecular formula: C4H5ClS
Method: DFT, the ωB97M-V functional and the def2-TZVPD basis

Each line ends with the Mulliken charge.
Cartesian coordinates (Å):
C1 0.482 0.910 -0.583  -0.70
C2 -0.207 -0.335 -0.268  0.60
C3 -1.156 -0.935 -1.103  -0.65
C4 -2.215 -1.396 -1.544  -0.13
H1 2.687 0.237 -0.474  0.12
H2 -0.153 1.675 -0.331  0.35
H3 0.603 0.831 -1.761  0.30
H4 0.627 -0.991 -0.067  0.09
H5 -3.114 -2.020 -1.767  0.36
S1 2.022 1.188 0.187  -0.16
Cl1 -0.849 -0.482 1.318  -0.18

Its energy above the lowest of the compared OMol25 structures with the same formula, charge and spin is 270.9 kJ/mol. As for the HOMO-LUMO gap: 10.26 eV. The SMILES is C#C[C@H](Cl)CS. Its spin multiplicity is 1. Its molar mass is 120.6 u.

***

# 2
Molecular formula: C4H5ClS
Method: DFT, the ωB97M-V functional and the def2-TZVPD basis

Each line ends with the Mulliken charge.
Cartesian coordinates (Å):
C1 0.691 0.151 0.398  -0.02
C2 -0.296 1.186 -0.220  -0.48
C3 -1.204 -0.177 -0.134  0.13
C4 -0.005 -1.074 -0.135  -0.57
H1 0.973 -0.045 1.611  0.31
H2 -0.319 2.016 0.575  0.29
H3 0.273 1.311 -1.188  0.27
H4 0.356 -1.350 -1.103  0.31
H5 -0.057 -1.883 0.560  0.29
S1 -2.777 -0.077 -0.139  -0.31
Cl1 2.364 -0.058 -0.225  -0.22

Its energy above the lowest of the compared OMol25 structures with the same formula, charge and spin is 263.7 kJ/mol. As for the HOMO-LUMO gap: 8.32 eV. Its spin multiplicity is 1. Its molar mass is 120.6 u.

***

# 3
Molecular formula: C4H5ClS2
Method: DFT, the ωB97M-V functional and the def2-TZVPD basis

Each line ends with the Mulliken charge.
Cartesian coordinates (Å):
C1 1.333 0.687 0.079  -0.40
C2 2.665 0.881 0.392  -0.26
C3 1.130 -0.641 -0.347  -0.44
C4 2.246 -1.465 -0.125  0.34
S1 3.541 -0.572 0.529  -0.12
S2 -2.696 -1.338 0.811  -0.22
Cl1 2.475 -2.998 -0.721  -0.19
H1 0.670 1.506 -0.077  0.39
H2 3.094 1.890 0.764  0.30
H3 -1.742 -1.417 -0.036  0.06
H4 0.233 -1.024 -0.600  0.38
H5 -2.919 -2.597 1.047  0.15

Its energy above the lowest of the compared OMol25 structures with the same formula, charge and spin is 69.4 kJ/mol. As for the HOMO-LUMO gap: 9.45 eV. The SMILES is Clc1cccs1.S. Its spin multiplicity is 1. Its molar mass is 152.7 u.

***

# 4
Molecular formula: C4H5CoO2
Method: DFT, the ωB97M-V functional and the def2-TZVPD basis

Each line ends with the Mulliken charge.
Cartesian coordinates (Å):
H1 -0.496 3.367 -0.308  0.12
O1 -1.635 0.607 0.465  -0.48
C1 -0.429 -1.303 -0.197  0.14
C2 0.880 -1.314 0.153  -0.37
C3 -1.568 -0.620 -0.236  0.03
C4 1.861 -0.323 -0.057  0.27
O2 1.524 0.873 -0.465  -0.59
Co1 -0.108 1.758 -0.205  0.43
H2 -2.544 0.882 0.635  0.33
H3 2.803 -0.422 0.506  0.42
H4 -2.451 -0.841 -0.837  0.41
H5 1.704 -2.036 -0.356  0.31

Its energy above the lowest of the compared OMol25 structures with the same formula, charge and spin is 117.0 kJ/mol. As for the HOMO-LUMO gap (spin up / spin down): 8.76 / 6.96 eV. Its total charge is +1. As for the expectation value of S²: 8.777. Its spin multiplicity is 6. Its molar mass is 144.0 u.

***

# 5
Molecular formula: C4H5CrN6O15
Method: DFT, the ωB97M-V functional and the def2-TZVPD basis

Each line ends with the Mulliken charge.
Cartesian coordinates (Å):
Cr1 0.324 0.018 0.330  0.56
N1 0.738 -1.892 -2.405  0.56
O1 1.285 -1.273 -3.290  -0.53
O2 0.331 -1.284 -1.361  0.04
O3 0.504 -3.110 -2.481  -0.70
N2 -0.218 2.082 -2.454  0.71
O4 -0.250 3.309 -2.387  -0.63
O5 -0.524 1.400 -1.419  -0.26
O6 0.032 1.494 -3.503  -0.62
N3 2.776 1.530 -1.113  0.80
O7 3.294 1.002 -2.079  -0.58
O8 2.106 0.753 -0.306  -0.18
O9 2.918 2.691 -0.802  -0.56
N4 1.566 -1.423 2.080  1.23
O10 1.234 -0.229 2.274  -0.39
O11 2.157 -2.122 2.854  -0.71
O12 1.192 -1.807 0.921  -0.41
N5 0.154 3.149 1.509  0.62
O13 -0.021 1.919 1.242  -0.17
O14 0.061 3.503 2.698  -0.68
O15 0.352 3.953 0.621  -0.52
N6 -1.669 -2.377 1.319  0.20
C1 -2.078 -2.127 0.041  -0.45
C2 -2.285 -0.787 -0.102  -0.27
C3 -1.973 -0.193 1.157  -0.38
C4 -1.616 -1.207 2.033  -0.68
H1 -1.695 -3.311 1.684  0.25
H2 -2.204 -2.971 -0.617  0.42
H3 -2.742 -0.280 -0.933  0.38
H4 -2.219 0.831 1.384  0.54
H5 -1.531 -1.241 3.105  0.43

As for the HOMO-LUMO gap (spin up / spin down): 6.10 / 6.60 eV. Its total charge is -2. As for the expectation value of S²: 3.790. Its spin multiplicity is 4. Its molar mass is 429.1 u.

***

# 6
Molecular formula: C4H5CuMgO2
Method: DFT, the ωB97M-V functional and the def2-TZVPD basis

Each line ends with the Mulliken charge.
Cartesian coordinates (Å):
H1 -0.548 1.287 -1.077  -0.37
C1 -0.188 -0.815 -0.035  0.67
C2 -0.386 -1.691 1.151  -0.38
C3 0.407 -0.974 2.243  -0.39
C4 1.104 0.178 1.611  -0.16
O1 0.908 0.044 0.299  -0.09
O2 -0.357 -1.050 -1.227  -0.38
Mg1 -0.586 0.311 -2.682  1.02
Cu1 0.842 2.576 -0.315  0.72
H2 -0.012 -2.695 0.908  0.32
H3 -1.461 -1.778 1.358  0.34
H4 1.179 -1.587 2.735  0.35
H5 -0.213 -0.577 3.064  0.35

As for the HOMO-LUMO gap: 6.58 eV. Its total charge is +2. Its spin multiplicity is 1. Its molar mass is 172.9 u.

***

# 7
Molecular formula: C4H5CuO2
Method: DFT, the ωB97M-V functional and the def2-TZVPD basis

Each line ends with the Mulliken charge.
Cartesian coordinates (Å):
O1 -0.549 1.512 2.306  -0.81
C1 0.301 0.477 2.062  -0.50
C2 0.033 -0.410 0.880  -0.01
C3 -0.052 -0.003 -0.448  -0.13
C4 -0.329 -0.830 -1.543  -0.18
O2 -0.389 -0.436 -2.793  -0.36
Cu1 -0.276 1.084 -4.332  -0.21
H1 1.234 1.123 1.827  0.15
H2 0.495 -0.191 2.949  0.21
H3 -0.161 -1.467 1.110  0.27
H4 0.162 1.052 -0.666  0.29
H5 -0.469 -1.911 -1.352  0.26

Its energy above the lowest of the compared OMol25 structures with the same formula, charge and spin is 0.0 kJ/mol. As for the HOMO-LUMO gap (spin up / spin down): 5.87 / 5.93 eV. Its total charge is -1. As for the expectation value of S²: 0.752. Its spin multiplicity is 2. Its molar mass is 148.6 u.

***

# 8
Molecular formula: C4H5DyLiO6
Method: DFT, the ωB97M-V functional and the def2-TZVPD basis

Each line ends with the Mulliken charge.
Cartesian coordinates (Å):
O1 1.799 -0.484 3.150  -0.58
C1 1.330 -1.785 2.793  -0.38
C2 -0.084 -1.654 2.230  -0.44
O2 -0.258 -0.512 1.429  -0.41
C3 0.270 -0.551 0.031  0.87
O3 1.534 -0.875 0.027  -0.83
O4 -0.599 -1.145 -0.769  -0.93
H1 2.590 -0.557 3.689  0.30
H2 1.299 -2.434 3.681  0.39
H3 2.005 -2.222 2.048  0.27
H4 -0.797 -1.546 3.061  0.34
H5 -0.330 -2.572 1.670  0.27
O5 -0.110 1.513 -1.569  -0.73
C4 0.278 1.194 -0.391  0.62
O6 0.907 2.012 0.321  -0.74
Li1 1.757 0.538 1.425  0.92
Dy1 -1.903 0.299 -2.298  1.05

As for the HOMO-LUMO gap (spin up / spin down): 6.16 / 4.74 eV. As for the expectation value of S²: 12.567. Its spin multiplicity is 7. Its molar mass is 318.5 u.

***

# 9
Molecular formula: C4H5F2NO
Method: DFT, the ωB97M-V functional and the def2-TZVPD basis

Each line ends with the Mulliken charge.
Cartesian coordinates (Å):
C1 0.726 1.345 -0.192  -1.06
C2 0.214 0.187 0.570  -0.25
C3 -0.470 -1.749 -0.397  -0.52
C4 -1.004 -0.379 0.046  1.36
H1 0.024 2.215 -0.339  0.31
H2 1.471 1.822 0.594  0.33
H3 1.474 1.122 -1.177  0.24
H4 0.288 0.485 1.770  0.24
H5 -1.103 -2.362 -0.950  0.44
N1 0.789 -1.886 -0.268  -0.27
O1 1.237 -0.746 0.413  -0.21
F1 -2.154 -0.431 0.876  -0.32
F2 -1.492 0.378 -0.946  -0.29

Its energy above the lowest of the compared OMol25 structures with the same formula, charge and spin is 250.9 kJ/mol. As for the HOMO-LUMO gap: 11.00 eV. The SMILES is C[C@@H]1ON=CC1(F)F. Its spin multiplicity is 1. Its molar mass is 121.1 u.

***

# 10
Molecular formula: C4H5FN2
Method: DFT, the ωB97M-V functional and the def2-TZVPD basis

Each line ends with the Mulliken charge.
Cartesian coordinates (Å):
C1 -1.595 1.292 0.236  -0.03
C2 -0.842 -0.760 -0.070  0.09
C3 -0.135 1.457 0.329  -0.34
C4 1.704 -0.189 -0.032  -0.94
N1 -2.000 0.092 0.009  -0.49
N2 0.310 0.245 0.053  0.19
F1 -0.753 -1.554 -1.267  -0.29
H1 -2.332 2.054 0.375  0.41
H2 -0.687 -1.340 0.769  0.39
H3 2.526 0.452 -0.322  0.35
H4 1.955 -0.844 0.793  0.33
H5 1.850 -0.904 -0.873  0.33

Its energy above the lowest of the compared OMol25 structures with the same formula, charge and spin is 320.2 kJ/mol. As for the HOMO-LUMO gap: 8.38 eV. Its spin multiplicity is 1. Its molar mass is 100.1 u.

***

# 11
Molecular formula: C4H5FN2
Method: DFT, the ωB97M-V functional and the def2-TZVPD basis

Each line ends with the Mulliken charge.
Cartesian coordinates (Å):
C1 -0.085 0.047 0.944  -0.63
C2 -0.281 0.634 -0.433  -0.67
C3 0.858 -0.406 -0.153  0.06
C4 2.194 0.115 -0.313  0.17
N1 4.207 -0.678 0.864  -0.65
N2 3.251 -0.232 0.374  0.52
F1 2.392 1.295 -1.050  -0.27
H1 0.426 0.772 1.556  0.26
H2 -0.747 -0.655 1.295  0.33
H3 -1.019 0.305 -1.066  0.33
H4 0.081 1.605 -0.439  0.26
H5 0.453 -1.453 -0.571  0.30

Its energy above the lowest of the compared OMol25 structures with the same formula, charge and spin is 392.5 kJ/mol. As for the HOMO-LUMO gap: 8.58 eV. Its spin multiplicity is 1. Its molar mass is 100.1 u.

***

# 12
Molecular formula: C4H5FN2
Method: DFT, the ωB97M-V functional and the def2-TZVPD basis

Each line ends with the Mulliken charge.
Cartesian coordinates (Å):
C1 2.211 -1.207 0.270  -1.04
C2 0.927 -0.519 0.032  0.68
C3 0.260 0.367 0.898  -0.52
C4 -0.868 0.695 0.200  0.19
H1 2.044 -2.289 0.191  0.26
H2 2.831 -1.001 -0.596  0.28
H3 2.764 -0.945 1.173  0.30
H4 0.579 0.642 1.850  0.39
H5 -1.578 -0.018 -1.675  0.25
N1 -0.862 0.008 -0.942  0.28
N2 0.243 -0.770 -1.063  -0.82
F1 -1.943 1.437 0.521  -0.28

Its energy above the lowest of the compared OMol25 structures with the same formula, charge and spin is 77.2 kJ/mol. As for the HOMO-LUMO gap: 10.35 eV. The SMILES is Cc1cc(F)[nH]n1. Its spin multiplicity is 1. Its molar mass is 100.1 u.